Record 1
Formula: C20H24IrN4O4S4Se
Source: the Open Molecules 2025 dataset
Level of theory: ωB97M-V with the def2-TZVPD basis set

XYZ file:
```
58
Properties=species:S:1:pos:R:3:forces:R:3
Ir 0.357 0.895 0.234 0.275 0.213 -0.286
Se -1.209 0.589 -4.822 -0.039 0.541 0.221
S -1.957 0.552 2.361 0.078 0.250 -0.366
S 1.436 3.037 1.034 -0.179 -0.107 -0.037
S 2.381 0.691 -1.281 -0.062 -0.094 -0.150
S 1.974 -0.230 1.916 -0.076 -0.174 0.128
O -2.376 -1.966 -1.304 0.153 0.030 0.021
O -1.104 1.712 2.545 -0.078 0.068 0.188
O -0.276 -1.069 -1.181 0.147 0.107 -0.092
O -2.308 -0.268 3.474 0.016 -0.069 -0.004
N -0.921 2.138 -1.329 -0.136 -0.133 0.350
N -0.382 0.982 -3.303 -0.245 -0.286 -0.067
N -2.647 1.569 -4.451 0.038 -0.473 -0.001
N -1.099 -0.310 1.245 -0.145 -0.050 0.206
C 3.533 1.874 -0.530 0.111 0.080 0.096
C 2.986 -0.889 -0.649 0.050 -0.110 0.137
C -4.080 0.368 0.600 0.034 0.094 -0.002
C 2.853 3.164 -0.083 0.148 0.091 -0.087
C -5.150 2.780 1.448 0.020 0.064 0.066
C -3.039 3.334 -1.321 0.301 -0.134 0.100
C 3.256 -0.958 0.857 0.154 -0.046 -0.108
C -3.394 2.881 -2.544 -0.009 0.052 -0.062
C -3.419 1.131 1.556 -0.138 -0.243 -0.105
C -5.834 2.033 0.494 0.023 -0.080 -0.030
C -2.473 2.031 -3.229 -0.215 0.207 -0.296
C -1.376 -1.615 0.924 0.122 0.001 0.051
C -1.232 1.698 -2.601 0.510 0.011 0.127
C -7.153 2.499 -0.045 -0.071 0.031 -0.088
C -5.274 0.831 0.069 0.064 0.028 0.040
C 2.828 1.164 2.714 0.130 0.100 -0.040
C -3.948 2.342 1.979 0.012 0.090 0.073
C 2.105 2.506 2.622 0.102 -0.019 0.192
C -1.353 -1.549 -0.831 -0.388 -0.191 0.011
C -1.796 2.910 -0.743 -0.210 0.221 -0.158
H 2.198 -1.587 -0.934 -0.042 0.044 -0.004
H 4.212 -0.504 1.118 -0.026 0.028 -0.009
H -0.519 -2.292 0.992 -0.003 0.029 0.025
H -7.963 2.196 0.621 -0.007 0.000 0.018
H 2.465 3.705 -0.949 -0.086 -0.025 0.022
H -3.429 2.938 2.718 0.020 -0.021 0.016
H -7.356 2.068 -1.024 0.003 -0.004 0.006
H 4.050 1.405 0.301 -0.050 -0.038 -0.021
H -3.668 3.988 -0.739 -0.070 0.019 -0.006
H -4.325 3.152 -3.023 -0.019 -0.002 0.000
H 2.772 3.288 2.992 -0.013 0.014 -0.030
H 3.889 -1.181 -1.188 0.012 0.070 -0.007
H -5.563 3.723 1.786 -0.012 0.000 0.002
H 4.292 2.129 -1.271 -0.043 -0.027 -0.036
H -7.190 3.585 -0.132 0.009 0.003 0.020
H 3.343 -2.010 1.130 -0.052 0.019 0.035
H 1.223 2.504 3.264 -0.034 -0.015 -0.070
H -1.550 3.251 0.259 0.024 -0.042 0.015
H 3.592 3.821 0.380 -0.014 -0.021 0.035
H -2.278 -2.046 1.351 -0.032 0.021 -0.039
H 3.838 1.229 2.312 -0.048 -0.012 -0.020
H -3.682 -0.567 0.235 0.044 -0.072 0.029
H 2.932 0.917 3.771 -0.038 -0.024 -0.006
H -5.775 0.241 -0.688 -0.020 -0.011 0.000
```
Positions in Å, forces in eV/Å.

Properties
DFT total energy = -5394.69062 hartree
HOMO energy (spin up / spin down) = -9.960 / -11.469 eV
Net charge = +1
Expectation value of S² = 6.015
Spin multiplicity = 5
Largest force on an atom = 0.586 eV Å⁻¹
Energy above the lowest of the compared OMol25 structures with the same formula, charge and spin = 3.0 kcal/mol

Löwdin atomic charges, in units of e: Ir 0.881; Se 1.193; S 0.614; S 0.857; S 0.869; S 0.890; O 0.137; O -0.370; O -0.073; O -0.239; N 0.011; N -0.225; N -0.212; N -0.320; C -0.470; C -0.482; C -0.031; C -0.479; C -0.035; C -0.030; C -0.475; C 0.028; C -0.288; C -0.266; C -0.390; C -0.140; C -0.468; C -0.035; C -0.016; C -0.462; C -0.057; C -0.483; C -0.602; C -0.125; H 0.069; H 0.075; H 0.127; H 0.094; H 0.086; H 0.123; H 0.082; H 0.052; H 0.111; H 0.129; H 0.095; H 0.095; H 0.124; H 0.094; H 0.083; H 0.087; H 0.071; H 0.096; H 0.096; H 0.123; H 0.071; H 0.093; H 0.089; H 0.126

Record 2
Formula: C4H9NOS
Source: the Open Molecules 2025 dataset
Level of theory: ωB97M-V with the def2-TZVPD basis set

XYZ file:
```
16
Properties=species:S:1:pos:R:3:forces:R:3
S 2.468 -1.618 0.596 -0.021 -0.194 0.055
O -3.521 0.350 -0.649 -0.229 -0.343 0.149
N -1.464 1.287 -0.688 0.244 0.210 -0.158
C -2.380 0.375 -0.257 0.787 0.723 -0.391
C 0.914 0.449 -0.372 1.175 0.546 0.747
C 0.957 -0.617 0.716 -0.404 -0.177 -0.343
C -0.119 1.535 -0.133 -1.379 -0.503 0.020
H -0.237 1.701 0.932 0.137 -0.149 0.443
H -1.823 1.966 -1.342 -0.042 -0.055 0.003
H 1.950 -2.715 0.039 -0.073 -0.013 -0.074
H 0.986 -0.199 1.717 -0.129 0.279 0.096
H 0.174 2.509 -0.487 0.312 0.154 -0.526
H 0.896 -0.058 -1.327 -0.382 0.208 -0.400
H -1.916 -0.324 0.449 -0.329 -0.297 0.310
H 0.045 -1.211 0.629 0.298 -0.358 0.265
H 1.884 0.955 -0.316 0.034 -0.031 -0.195
```
Positions in Å, forces in eV/Å.

Properties
DFT total energy = -685.98691 hartree
SMILES string = O=CNCCCS
HOMO energy = -9.347 eV
Net charge = 0
Spin multiplicity = 1
Largest force on an atom = 1.496 eV Å⁻¹
Energy above the lowest of the compared OMol25 structures with the same formula, charge and spin = 20.1 kcal/mol

Löwdin atomic charges, in units of e: S 0.709; O 0.024; N 0.026; C -0.369; C -0.275; C -0.590; C -0.187; H 0.114; H 0.135; H -0.153; H 0.062; H 0.113; H 0.109; H 0.121; H 0.063; H 0.098